{
  "formula": "C22H67N11O13",
  "method": "ωB97M-V with the def2-TZVPD basis set",
  "max_force_ev_per_a": 8.24,
  "homo_ev": [-10.124, -10.124],
  "orbital_gap_ev": [7.3, 1.9],
  "e_above_lowest_kcal_mol": 0.0,
  "total_charge": 1,
  "multiplicity": 2,
  "s2": 0.75,
  "symbols": ["C", "O", "N", "N", "H", "H", "H", "H", "C", "O", "N", "N", "H", "H", "H", "H", "C", "O", "N", "N", "H", "H", "H", "H", "C", "O", "N", "N", "H", "H", "H", "H", "C", "O", "C", "C", "N", "C", "C", "O", "C", "H", "H", "H", "H", "H", "H", "H", "H", "H", "H", "H", "H", "H", "H", "H", "C", "O", "C", "C", "N", "C", "C", "O", "C", "H", "H", "H", "H", "H", "H", "H", "H", "H", "H", "H", "H", "H", "H", "H", "C", "O", "C", "C", "N", "C", "C", "O", "C", "H", "H", "H", "H", "H", "H", "H", "H", "H", "H", "H", "H", "H", "H", "H", "O", "H", "H", "O", "H", "H", "O", "H", "H"],
  "positions_angstrom": [[11.7962, 10.7740, -15.3844], [11.5950, 11.5330, -16.3653], [10.8610, 10.0266, -14.8868], [12.8920, 10.6398, -14.7547], [9.8993, 10.0752, -15.1916], [11.1376, 9.3796, -14.1623], [12.9503, 9.9914, -13.9825], [13.7202, 11.1583, -15.0104], [7.8213, 11.1463, -16.8679], [8.3403, 10.9978, -15.7233], [8.4773, 11.5825, -17.9163], [6.5628, 10.9326, -17.1235], [9.4672, 11.6992, -17.7533], [8.0182, 11.7408, -18.8019], [6.1379, 10.3571, -16.4105], [6.3530, 10.8169, -18.1047], [8.6418, 15.4330, -16.9784], [9.6996, 14.7776, -16.8149], [7.6469, 14.8726, -17.7290], [8.4091, 16.6557, -16.6038], [7.8192, 13.9670, -18.1416], [6.8240, 15.4554, -17.7866], [9.0900, 16.8833, -15.8935], [7.5508, 17.1507, -16.7999], [13.0146, 10.6950, -20.0745], [13.5123, 9.9671, -20.8790], [12.7054, 10.3248, -18.8698], [12.9550, 11.9641, -20.1189], [13.0416, 9.3916, -18.6797], [12.6283, 10.9663, -18.0935], [13.4220, 12.4737, -20.8554], [12.4325, 12.5974, -19.5306], [12.1850, 18.1911, -14.5262], [13.4817, 17.8466, -15.0604], [13.3917, 16.6672, -15.7714], [13.2608, 15.3935, -14.9401], [14.1915, 15.3064, -13.8007], [13.8422, 14.1604, -12.8883], [12.5186, 14.4919, -12.1011], [12.5856, 15.7109, -11.3223], [11.3517, 16.0831, -10.6920], [11.8022, 17.5094, -13.7666], [11.5363, 18.2230, -15.4015], [12.2791, 19.1275, -13.9762], [14.3227, 16.6100, -16.3355], [12.6961, 16.6645, -16.6106], [13.5108, 14.5770, -15.6176], [12.1874, 15.3153, -14.7676], [13.9215, 16.1411, -13.3001], [14.6251, 14.0250, -12.1420], [13.6640, 13.2529, -13.4652], [12.4361, 13.8036, -11.2599], [11.6729, 14.3037, -12.7625], [11.0265, 17.1166, -10.8113], [11.3914, 15.7369, -9.6593], [10.5539, 15.4340, -11.0530], [3.2463, 11.0291, -18.5181], [4.3632, 10.9370, -19.4437], [4.8540, 9.6012, -19.6608], [5.8056, 9.6860, -20.7986], [6.8628, 10.6724, -20.5921], [7.6997, 10.7256, -21.8027], [8.9769, 11.5589, -21.5734], [8.7093, 12.7226, -20.8096], [9.8797, 13.4535, -20.5581], [3.0814, 12.1065, -18.5077], [3.4540, 10.6774, -17.5076], [2.3406, 10.6013, -18.9481], [4.0225, 8.9272, -19.8668], [5.4555, 9.2537, -18.8208], [5.2506, 9.9497, -21.6989], [6.1511, 8.6654, -20.9632], [6.3932, 11.5665, -20.5808], [7.2210, 10.9868, -22.7464], [7.9579, 9.6938, -22.0414], [9.5513, 11.7443, -22.4811], [9.6108, 10.9569, -20.9223], [10.4382, 13.6528, -21.4727], [10.5375, 12.8956, -19.8917], [9.5098, 14.3425, -20.0473], [12.1958, 17.1740, -19.4256], [11.9622, 18.3391, -18.5973], [10.6619, 18.8527, -18.8743], [10.6549, 20.3547, -18.5128], [9.3947, 20.9405, -18.9849], [8.2574, 20.9242, -18.0014], [7.0216, 20.1579, -18.5316], [6.4584, 20.9844, -19.5225], [5.3236, 20.3868, -20.1925], [12.3225, 17.4606, -20.4696], [11.3153, 16.5325, -19.4594], [13.0929, 16.6642, -19.0744], [9.7994, 18.4306, -18.3586], [10.4778, 18.8170, -19.9481], [11.5512, 20.8014, -18.9432], [10.7519, 20.4388, -17.4304], [9.5905, 21.8758, -19.3121], [7.8458, 21.8863, -17.6963], [8.6302, 20.3935, -17.1254], [6.3304, 20.0536, -17.6952], [7.2256, 19.1635, -18.9286], [5.7782, 19.8315, -21.0130], [4.6562, 21.1965, -20.4876], [4.7969, 19.7191, -19.5106], [14.6149, 13.4684, -18.3502], [13.7091, 13.7079, -18.1540], [14.6324, 13.3542, -19.3004], [9.6957, 13.3480, -14.4563], [10.0720, 13.7367, -15.2459], [9.1425, 12.6367, -14.7791], [12.0333, 13.7235, -17.7964], [11.4069, 14.3996, -17.5377], [11.7334, 12.9338, -17.3462]],
  "mulliken_charge": [0.4839, -0.6048, -0.3184, -0.3710, 0.1759, 0.1336, 0.1440, 0.2489, 0.3973, -0.8976, 0.2596, -0.3120, -0.1914, 0.0641, 0.3741, 0.1069, 0.4334, -0.1116, -0.3009, -0.3734, 0.0863, 0.1436, 0.2766, 0.1358, 0.5443, -0.7174, -0.1875, -0.0019, 0.2240, 0.0728, 0.1736, -0.2626, -0.1754, -0.4576, -0.1663, -0.4043, -0.4401, -0.2588, -0.5399, -0.3973, -0.8387, 0.0664, -0.0962, 0.3322, 0.4241, -0.1899, 0.3968, 0.1357, 0.3785, 0.3935, -0.0771, 0.6198, 0.2731, 0.2710, 0.3597, 0.3076, -0.7899, -0.3650, -0.9241, -0.6832, -0.0150, -1.3215, -0.2884, -0.3965, -0.2340, 0.2593, 0.2824, 0.3392, 0.5574, 0.3627, 0.4219, 0.4724, 0.1978, 0.4581, 0.4478, 0.5477, 0.1749, 0.4794, 0.0595, 0.0232, -0.9348, -0.3588, 0.1041, -1.0059, 0.1210, -0.5191, -0.5862, -0.4030, -0.7262, 0.5184, 0.3563, 0.2946, -0.0671, 0.5800, 0.4337, 0.3481, 0.3788, 0.3805, 0.3787, 0.4519, 0.4444, 0.2848, 0.2631, 0.3340, -0.6867, 0.1601, 0.3356, -0.6168, 0.1404, 0.3391, 0.4033, -0.1753, 0.2183]
}


{
  "formula": "C2BrClFO2",
  "method": "ωB97M-V with the def2-TZVPD basis set",
  "max_force_ev_per_a": 1.80,
  "homo_ev": -3.418,
  "orbital_gap_ev": 6.4,
  "total_charge": -1,
  "multiplicity": 1,
  "symbols": ["C", "C", "O", "O", "F", "Cl", "Br"],
  "positions_angstrom": [[-0.8848, 0.2038, -1.8753], [1.4669, -0.1498, 2.1440], [-0.4015, 1.1167, -2.3793], [-1.4009, -0.7607, -1.4777], [0.4773, -0.8062, 2.8383], [0.5813, 0.7556, 0.8205], [2.1943, 1.1721, 3.8075]],
  "mulliken_charge": [0.7272, -0.1201, -0.3608, -0.3777, -0.1428, -0.2423, -0.4835]
}


{
  "formula": "C18H18F3N2O2PtSSi",
  "method": "ωB97M-V with the def2-TZVPD basis set",
  "max_force_ev_per_a": 3.18,
  "homo_ev": [1.417, -1.756],
  "orbital_gap_ev": [3.2, 5.3],
  "e_above_lowest_kcal_mol": 0.0,
  "total_charge": -2,
  "multiplicity": 4,
  "s2": 3.79,
  "symbols": ["Pt", "O", "N", "C", "C", "C", "C", "C", "S", "H", "H", "H", "H", "C", "Si", "C", "C", "O", "H", "H", "H", "H", "H", "H", "H", "H", "H", "N", "C", "H", "F", "C", "F", "F", "C", "C", "C", "C", "C", "C", "C", "C", "H", "H", "H", "H"],
  "positions_angstrom": [[15.5724, 12.7119, 6.2537], [16.4140, 14.6203, 6.2559], [15.6310, 15.5694, 6.8009], [16.1424, 16.7778, 7.1760], [15.2917, 17.7153, 7.6737], [13.9414, 17.4856, 7.8907], [13.4548, 16.2137, 7.6311], [14.3032, 15.2762, 7.0326], [13.5738, 13.7943, 6.6830], [17.1996, 16.9308, 7.0261], [15.7064, 18.7137, 7.8557], [13.2716, 18.2819, 8.2102], [12.4317, 15.8610, 7.8390], [19.9703, 13.2380, 6.2888], [18.8296, 12.0516, 5.4021], [19.2001, 10.2518, 5.9975], [18.8689, 12.2929, 3.5688], [17.3657, 12.2388, 6.1184], [21.0335, 13.2938, 6.0203], [19.8945, 13.0759, 7.3794], [19.5626, 14.2443, 6.1474], [20.2607, 10.0674, 6.1156], [18.7716, 9.5643, 5.2760], [18.7380, 10.0799, 6.9591], [19.8721, 12.6031, 3.3250], [18.1616, 13.1133, 3.3253], [18.5890, 11.3450, 3.0739], [16.2090, 9.8108, 6.1997], [15.2842, 10.6845, 6.0991], [17.1328, 10.3529, 6.2000], [8.2866, 6.1057, 5.9704], [7.9132, 7.4105, 6.1092], [7.2765, 7.4667, 7.3183], [6.9557, 7.6522, 5.1383], [9.0517, 8.3054, 6.0103], [9.9374, 8.1376, 4.9265], [11.0474, 8.9058, 4.8261], [11.3467, 9.7566, 5.9054], [10.4197, 10.0385, 6.9044], [9.2701, 9.3190, 6.9452], [12.7063, 10.1455, 5.9292], [13.9098, 10.3907, 5.9657], [9.7259, 7.3500, 4.2141], [11.7711, 8.9512, 4.0173], [10.6150, 10.8488, 7.5983], [8.5340, 9.4792, 7.7005]],
  "mulliken_charge": [0.4342, -0.7368, 0.4019, -0.5661, -0.3549, -0.5693, -0.6084, 0.5386, -0.3847, 0.4004, 0.2951, 0.3209, 0.3295, -0.9993, 0.4354, -1.3866, -1.0320, -0.4156, 0.3874, 0.2492, 0.2401, 0.3746, 0.3563, 0.4077, 0.3711, 0.2894, 0.2496, -1.0313, 0.5549, 0.6919, -0.2896, 0.9271, -0.3164, -0.3001, 0.2053, -0.6886, -0.7750, 0.4076, -0.6842, -0.5939, 0.0474, -0.5792, 0.2742, 0.3489, 0.3773, 0.3956]
}